# 1
12
Properties=species:S:1:pos:R:3:mulliken_charge:R:1 method="wB97M-V/def2-TZVPD" orbital_gap_ev=9.348 relative_energy_kcal_mol=127.29 max_force_ha_per_bohr=0.0108 charge=0 e_homo_ev=-8.69 spin_multiplicity=1
C 1.1153 -0.1637 0.1360 0.01
O 0.8941 -0.1103 1.5375 -0.42
C -1.2225 0.2066 0.5878 -0.46
H -2.0877 -1.2163 -0.9046 0.06
H -0.2094 -1.8469 0.8876 0.44
H -2.2913 -0.7367 -0.3397 0.02
H 1.1071 1.9984 -0.2076 0.25
H 0.6853 1.0031 -1.6435 0.28
H 1.9906 -0.7131 -0.1972 0.45
O -0.7651 1.1849 -0.1449 -0.13
C -0.0758 -0.7787 0.7277 -0.02
C 0.6402 1.0762 -0.5539 -0.48

***

# 2
14
Properties=species:S:1:pos:R:3:mulliken_charge:R:1 method="wB97M-V/def2-TZVPD" orbital_gap_ev=9.893 relative_energy_kcal_mol=22.88 max_force_ha_per_bohr=0.0487 charge=0 smiles=S[C@@H]1CCOC1 e_homo_ev=-9.10 spin_multiplicity=1
O -1.5195 0.7037 -0.1530 -0.38
C -1.3220 -0.6263 -0.5732 -0.38
S 2.1925 -0.0409 -0.4065 -0.27
H -1.0952 -0.6492 -1.6419 0.29
C -0.1550 -1.0860 0.3021 -0.79
H 2.9206 0.7463 0.3121 0.12
H -0.5138 -1.4326 1.3598 0.22
C 0.6583 0.1798 0.4901 0.25
C -0.2192 1.2455 -0.0865 -0.71
H -0.1387 2.1526 0.5235 0.33
H 0.9981 0.3892 1.5445 0.34
H -2.3056 -1.2159 -0.3452 0.26
H 0.4274 -1.9060 -0.2137 0.37
H 0.0723 1.5398 -1.1122 0.34